Entry 1:
The following is a DFT calculation (ωB97M-V/def2-TZVPD) of C2H3NS2 in the gas phase at a distorted geometry.

The strongest force on any atom comes out at 4.20 eV/Å. Its energy above the lowest of the compared OMol25 structures with the same formula, charge and spin is 23.2 kcal/mol. The gap between HOMO and LUMO comes out at 7.4076 eV. Its net charge is 0. The SMILES is NC(=S)C=S.

Last column: Mulliken charge in e.
Positions of all 8 atoms, in Å:
N (0.610, 1.109, -0.132)  -0.319
C (-0.210, 0.358, 0.566)  0.384
S (-0.939, 0.565, 1.986)  -0.339
C (-0.394, -1.327, -0.230)  -0.190
S (-0.031, -1.443, -1.776)  -0.245
H (0.942, 0.785, -1.032)  0.148
H (0.889, 2.011, 0.219)  0.228
H (-0.867, -2.057, 0.398)  0.334



Entry 2:
The following is a DFT calculation (ωB97M-V/def2-TZVPD) of C27H28O7S in the gas phase at a distorted geometry.

The strongest force on any atom comes out at 2.92 eV/Å. The gap between HOMO and LUMO comes out at 8.0603 eV. Its net charge is 0. The SMILES is CCOC(=O)[C@@](OC)([C@H](c1ccc(OC)cc1)c1ccc2c(c1)CCO2)S(=O)(=O)c1ccccc1.

Last column: Mulliken charge in e.
Positions of all 63 atoms, in Å:
C (3.048, -0.646, 5.106)  -1.174
C (3.347, -0.049, 3.746)  -0.203
O (2.059, -0.302, 3.027)  -0.137
C (1.966, 0.259, 1.816)  -0.643
O (2.849, 0.965, 1.358)  -0.566
C (0.541, 0.122, 1.142)  1.236
O (-0.138, 1.324, 1.251)  -0.215
C (0.074, 2.206, 2.429)  -0.850
C (0.261, -0.163, -0.558)  0.406
C (1.557, 0.114, -1.173)  0.681
C (2.678, -0.581, -0.707)  -0.431
C (3.968, -0.332, -1.170)  -0.903
C (4.117, 0.719, -2.111)  0.724
O (5.356, 1.288, -2.200)  -0.413
C (5.500, 2.612, -2.799)  -0.789
C (2.993, 1.367, -2.677)  -0.909
C (1.734, 1.107, -2.175)  -0.902
C (-0.975, 0.483, -1.122)  0.309
C (-1.116, 1.881, -1.228)  -0.292
C (-2.357, 2.473, -1.472)  -1.681
C (-3.396, 1.625, -1.903)  -0.004
C (-3.262, 0.207, -1.867)  0.546
C (-2.039, -0.353, -1.487)  -0.225
C (-4.537, -0.386, -2.401)  -0.298
C (-5.406, 0.869, -2.704)  -0.457
O (-4.598, 2.103, -2.332)  -0.559
S (-0.333, -1.390, 1.979)  1.864
O (0.630, -2.486, 2.025)  -0.727
O (-0.954, -0.855, 3.208)  -0.823
C (-1.710, -2.197, 1.068)  -0.405
C (-3.017, -1.793, 1.351)  -0.063
C (-4.107, -2.466, 0.730)  -0.886
C (-3.846, -3.538, -0.188)  -0.227
C (-2.543, -3.991, -0.388)  -0.689
C (-1.484, -3.365, 0.284)  -0.018
H (3.832, -0.324, 5.785)  0.426
H (2.044, -0.371, 5.457)  0.290
H (3.021, -1.734, 5.003)  0.293
H (3.542, 1.039, 3.841)  0.266
H (4.132, -0.564, 3.203)  0.285
H (-0.633, 3.076, 2.250)  0.272
H (-0.139, 1.614, 3.359)  0.248
H (1.112, 2.547, 2.406)  0.347
H (0.041, -1.200, -0.328)  -0.009
H (2.581, -1.418, 0.020)  0.352
H (4.859, -0.791, -0.783)  0.420
H (6.577, 2.750, -2.701)  0.248
H (5.197, 2.594, -3.863)  0.319
H (4.942, 3.423, -2.283)  0.329
H (3.127, 2.136, -3.484)  0.246
H (0.870, 1.637, -2.556)  0.623
H (-0.285, 2.538, -0.990)  0.617
H (-2.512, 3.537, -1.472)  0.456
H (-1.911, -1.448, -1.487)  0.777
H (-4.456, -0.981, -3.327)  0.331
H (-5.026, -1.003, -1.622)  0.030
H (-6.315, 0.915, -2.094)  0.307
H (-5.664, 0.951, -3.766)  0.250
H (-3.183, -0.976, 2.104)  0.386
H (-5.105, -2.126, 1.002)  0.408
H (-4.681, -4.017, -0.716)  0.406
H (-2.348, -4.848, -1.072)  0.360
H (-0.476, -3.786, 0.253)  0.443



Entry 3:
The following is a DFT calculation (ωB97M-V/def2-TZVPD) of a molecular structure, C11H14NO6PS at a distorted geometry.

The strongest force on any atom comes out at 1.92 eV/Å. Its energy above the lowest of the compared OMol25 structures with the same formula, charge and spin is 79.7 kcal/mol. The gap between HOMO and LUMO comes out at 8.7631 eV. Its net charge is 0.

Last column: Mulliken charge in e.
Positions of all 34 atoms, in Å:
C (0.066, 0.950, -2.493)  -1.349
C (1.068, 0.572, -1.411)  0.337
C (0.769, -0.758, -0.743)  -0.738
O (0.819, -1.817, -1.746)  -0.331
P (-0.100, -3.029, -1.344)  1.160
O (-0.046, -3.422, 0.051)  -0.635
O (-1.567, -2.612, -1.804)  -0.269
S (-1.664, -2.129, -3.435)  -0.055
O (0.420, -4.251, -2.312)  -0.175
O (-0.660, -4.993, -2.924)  -0.255
C (-1.293, -5.694, -2.036)  0.541
N (-2.004, -6.067, -1.229)  -0.327
O (1.250, 1.537, -0.396)  -0.420
C (0.057, 2.053, 0.182)  -0.404
C (0.217, 2.219, 1.674)  0.639
C (0.479, 1.099, 2.460)  -0.400
C (0.588, 1.251, 3.832)  -0.487
C (0.430, 2.495, 4.430)  -0.546
C (0.189, 3.602, 3.634)  -0.478
C (0.078, 3.470, 2.255)  -0.644
H (-0.922, 0.574, -2.222)  0.299
H (-0.042, 2.024, -2.566)  0.418
H (0.315, 0.508, -3.449)  0.339
H (2.040, 0.466, -1.889)  0.384
H (1.556, -0.954, -0.028)  0.304
H (-0.192, -0.703, -0.239)  0.511
H (-2.744, -2.858, -3.761)  0.156
H (-0.809, 1.417, 0.014)  0.261
H (-0.114, 3.045, -0.232)  0.363
H (0.586, 0.121, 2.024)  0.323
H (0.780, 0.388, 4.450)  0.381
H (0.493, 2.596, 5.500)  0.387
H (0.075, 4.565, 4.108)  0.377
H (-0.118, 4.336, 1.644)  0.333



Entry 4:
The following is a DFT calculation (ωB97M-V/def2-TZVPD) of C3H9NO3 in the gas phase at a distorted geometry.

The strongest force on any atom comes out at 3.25 eV/Å. Its energy above the lowest of the compared OMol25 structures with the same formula, charge and spin is 141.6 kcal/mol. The gap between HOMO and LUMO comes out at 10.1081 eV. Its net charge is 0. The SMILES is C[C@H](CON)OO.

Last column: Mulliken charge in e.
Positions of all 16 atoms, in Å:
C (-1.217, -0.720, -0.306)  -1.225
C (-0.350, 0.489, -0.572)  0.369
C (0.861, 0.621, 0.313)  -0.350
O (1.903, -0.243, -0.332)  -0.301
N (1.730, -1.628, -0.034)  -0.490
O (-1.040, 1.806, -0.240)  -0.311
O (-1.559, 1.816, 1.097)  -0.354
H (-0.605, -1.618, -0.352)  0.387
H (-1.636, -0.649, 0.696)  0.302
H (-2.029, -0.776, -1.028)  0.336
H (-0.102, 0.635, -1.626)  0.264
H (0.670, 0.275, 1.331)  0.285
H (1.315, 1.610, 0.261)  0.318
H (1.993, -2.120, -0.884)  0.221
H (2.417, -1.859, 0.684)  0.231
H (-2.350, 2.361, 0.992)  0.319



Entry 5:
The following is a DFT calculation (ωB97M-V/def2-TZVPD) of a molecular structure, C22H20BrF3IN2O5PdSSi.

The strongest force on any atom comes out at 0.35 eV/Å. Its energy above the lowest of the compared OMol25 structures with the same formula, charge and spin is 0.0 kcal/mol. The gap between HOMO and LUMO comes out at 7.1746 eV. Its net charge is -1.

Last column: Mulliken charge in e.
Positions of all 57 atoms, in Å:
Pd (0.553, -0.878, -1.088)  0.555
F (1.469, -5.601, 0.448)  -0.242
C (0.878, -5.978, -0.690)  0.640
F (1.797, -6.673, -1.413)  -0.264
F (-0.095, -6.872, -0.369)  -0.269
C (0.318, -4.839, -1.483)  -0.031
C (-0.512, -5.140, -2.555)  -0.318
C (-1.059, -4.139, -3.334)  -0.929
C (-0.755, -2.826, -3.013)  -0.324
N (0.057, -2.558, -2.006)  -0.409
C (0.610, -3.499, -1.216)  1.052
S (1.521, -2.668, 0.004)  -0.513
H (-0.736, -6.178, -2.768)  0.418
H (-1.716, -4.366, -4.161)  0.393
H (-1.144, -1.955, -3.529)  0.472
O (0.884, 0.386, 0.860)  -0.620
C (1.800, 1.099, 0.372)  0.906
O (2.212, 1.005, -0.799)  -0.771
C (2.431, 2.136, 1.277)  0.023
C (2.093, 2.189, 2.624)  -0.349
C (2.667, 3.138, 3.454)  -0.503
C (3.573, 4.032, 2.908)  0.110
C (3.919, 4.005, 1.569)  -0.476
C (3.342, 3.045, 0.756)  -0.395
N (4.186, 5.046, 3.779)  0.998
O (3.886, 5.051, 4.956)  -0.626
O (4.986, 5.816, 3.287)  -0.628
H (1.372, 1.477, 3.001)  0.488
H (2.425, 3.198, 4.505)  0.458
H (4.627, 4.725, 1.186)  0.459
H (3.585, 2.978, -0.295)  0.431
C (0.977, 2.249, -3.670)  -0.896
Si (-0.602, 1.741, -2.794)  0.114
C (-2.043, 2.022, -3.979)  -1.102
C (-0.884, 2.904, -1.345)  -0.792
O (-0.609, 0.180, -2.396)  -0.255
H (0.955, 3.305, -3.963)  0.334
H (1.124, 1.647, -4.573)  0.254
H (1.833, 2.087, -3.005)  0.165
H (-2.136, 3.079, -4.261)  0.322
H (-2.985, 1.714, -3.512)  0.247
H (-1.915, 1.438, -4.897)  0.271
H (-0.747, 3.946, -1.658)  0.361
H (-0.194, 2.703, -0.526)  0.096
H (-1.903, 2.800, -0.958)  0.285
Br (-5.885, -1.274, 1.040)  -0.218
C (-4.374, -1.361, 2.183)  0.157
C (-4.592, -1.706, 3.512)  -0.457
C (-3.521, -1.787, 4.386)  -0.414
C (-2.236, -1.521, 3.932)  -0.739
C (-2.024, -1.175, 2.608)  -0.189
C (-3.092, -1.094, 1.716)  -0.101
I (-2.608, -0.555, -0.238)  0.282
H (-5.600, -1.908, 3.849)  0.363
H (-3.694, -2.058, 5.421)  0.347
H (-1.392, -1.581, 4.609)  0.389
H (-1.024, -0.952, 2.250)  0.436



Entry 6:
The following is a DFT calculation (ωB97M-V/def2-TZVPD) of C4H9NO2 in the gas phase.

The strongest force on any atom comes out at 0.66 eV/Å. Its energy above the lowest of the compared OMol25 structures with the same formula, charge and spin is 65.4 kcal/mol. The gap between HOMO and LUMO comes out at 9.9969 eV. Its net charge is 0. The SMILES is C/N=C/OCCO.

Last column: Mulliken charge in e.
Positions of all 16 atoms, in Å:
C (1.818, -0.275, -1.482)  -0.905
N (1.173, -0.217, -0.202)  -0.400
C (1.148, 0.600, 0.750)  0.049
O (-0.040, 0.941, 1.289)  -0.332
C (-1.136, 0.802, 0.360)  -0.276
C (-1.840, -0.544, 0.410)  -0.490
O (-1.178, -1.620, -0.201)  -0.560
H (2.678, -0.946, -1.560)  0.314
H (1.044, -0.622, -2.181)  0.285
H (2.119, 0.726, -1.803)  0.332
H (1.923, 1.161, 1.293)  0.391
H (-1.834, 1.591, 0.649)  0.326
H (-0.767, 1.004, -0.654)  0.247
H (-2.079, -0.758, 1.464)  0.249
H (-2.788, -0.407, -0.124)  0.331
H (-0.229, -1.507, -0.011)  0.439



Entry 7:
The following is a DFT calculation (ωB97M-V/def2-TZVPD) of C4H8N2O in the gas phase at a distorted geometry.

The strongest force on any atom comes out at 1.10 eV/Å. Its energy above the lowest of the compared OMol25 structures with the same formula, charge and spin is 41.5 kcal/mol. The gap between HOMO and LUMO comes out at 11.0212 eV. Its net charge is 0. The SMILES is CN[C@H](C#N)CO.

Last column: Mulliken charge in e.
Positions of all 15 atoms, in Å:
C (1.817, -0.914, -0.008)  -0.888
N (0.463, -0.679, 0.494)  -0.361
C (-0.238, 0.320, -0.290)  0.216
C (0.314, 1.694, -0.196)  0.187
N (0.679, 2.786, -0.085)  -0.451
C (-1.734, 0.431, 0.031)  -0.694
O (-2.394, -0.802, -0.044)  -0.510
H (2.427, 0.002, -0.068)  0.311
H (2.333, -1.632, 0.633)  0.317
H (1.757, -1.344, -1.013)  0.299
H (0.499, -0.404, 1.473)  0.261
H (-0.157, 0.000, -1.336)  0.296
H (-2.131, 1.117, -0.728)  0.337
H (-1.892, 0.919, 1.005)  0.315
H (-1.743, -1.496, 0.132)  0.363